Here is a structure of composition C38H35F3N5P2ReS2 at a distorted geometry from the OMol25 dataset. Energies are from wB97M-V/def2-TZVPD.

Atoms and positions in Å:
1 Re -0.139 -0.358 0.291
2 S -2.393 0.268 -0.387
3 P -0.740 1.718 -2.382
4 C -1.140 0.075 -1.625
5 P -1.134 -1.649 -2.229
6 S -0.747 -2.660 -0.517
7 C -2.703 -2.197 -2.927
8 C -2.938 -2.240 -4.302
9 C -4.191 -2.596 -4.772
10 C -5.211 -2.893 -3.879
11 C -4.979 -2.852 -2.512
12 C -3.726 -2.510 -2.030
13 C 0.240 -1.955 -3.353
14 C 1.394 -1.185 -3.238
15 C 2.471 -1.442 -4.067
16 C 2.403 -2.472 -4.996
17 C 1.276 -3.278 -5.066
18 C 0.193 -3.029 -4.237
19 C -2.377 2.375 -2.896
20 C -3.477 1.592 -3.232
21 C -4.664 2.194 -3.620
22 C -4.763 3.577 -3.677
23 C -3.667 4.363 -3.353
24 C -2.479 3.763 -2.961
25 C -0.038 1.434 -4.050
26 C 1.130 2.118 -4.375
27 C 1.668 2.014 -5.651
28 C 1.043 1.221 -6.600
29 C -0.125 0.539 -6.282
30 C -0.671 0.658 -5.016
31 H -2.145 -2.009 -5.001
32 H -4.373 -2.642 -5.837
33 H -6.191 -3.163 -4.252
34 H -5.776 -3.088 -1.819
35 H -3.533 -2.490 -0.967
36 H 1.450 -0.395 -2.500
37 H 3.365 -0.838 -3.991
38 H 3.236 -2.655 -5.662
39 H 1.238 -4.102 -5.766
40 H -0.678 -3.670 -4.273
41 H -3.422 0.511 -3.189
42 H -5.517 1.578 -3.877
43 H -5.696 4.041 -3.969
44 H -3.739 5.442 -3.401
45 H -1.617 4.373 -2.713
46 H 1.613 2.731 -3.624
47 H 2.569 2.559 -5.903
48 H 1.458 1.144 -7.597
49 H -0.615 -0.070 -7.031
50 H -1.605 0.166 -4.776
51 C -0.801 4.249 0.749
52 N -0.648 3.516 2.001
53 C -1.096 4.128 3.248
54 C -0.191 2.255 1.954
55 N 0.189 1.676 0.855
56 N -0.085 1.605 3.178
57 C -0.140 0.251 3.440
58 N 0.083 -0.066 4.740
59 N -0.466 -0.600 2.537
60 H -1.367 5.155 0.936
61 H -1.359 3.654 0.021
62 H 0.167 4.527 0.326
63 H -1.677 5.014 3.015
64 H -0.257 4.439 3.878
65 H -1.747 3.454 3.805
66 H 0.152 2.278 0.038
67 H 0.004 2.202 3.981
68 H 0.525 0.593 5.357
69 H 0.210 -1.034 4.980
70 H -0.506 -1.558 2.856
71 F 5.053 -6.527 4.457
72 C 5.277 -6.451 3.127
73 F 4.856 -7.605 2.585
74 F 6.613 -6.393 2.964
75 C 4.592 -5.255 2.534
76 C 4.910 -3.996 3.030
77 C 4.268 -2.878 2.534
78 C 3.298 -3.014 1.538
79 C 3.009 -4.285 1.024
80 C 3.652 -5.402 1.524
81 C 2.507 -1.919 1.086
82 C 1.713 -1.057 0.732
83 H 5.659 -3.902 3.807
84 H 4.507 -1.895 2.916
85 H 2.263 -4.379 0.245
86 H 3.422 -6.384 1.136

Calculated values
Lowest unoccupied orbital energy (spin up / spin down)   -2.3 / -3.2 eV
Net charge   +1
HOMO-LUMO gap (spin up / spin down)   7.802 / 7.195 eV
Multiplicity   4

Here are the Löwdin charges for atoms 1 to 4, given in e:
1 Re 1.055
2 S 0.474
3 P 0.989
4 C -1.195

---

Here is a structure of composition C38H36AlCl2F14MgN2Na2O10S2 at a distorted geometry from the OMol25 dataset. Energies are from wB97M-V/def2-TZVPD.

Atoms and positions in Å:
1 C -5.206 2.901 -0.027
2 O -4.409 3.207 1.099
3 C -3.659 2.064 1.505
4 C -2.286 2.038 0.755
5 C -2.029 0.628 0.113
6 C -0.515 0.307 0.153
7 C 0.388 1.095 -0.560
8 C -0.045 2.279 -1.437
9 C -0.972 1.765 -2.584
10 C -0.381 2.013 -3.997
11 S -1.053 3.519 -4.738
12 O -2.003 3.190 -5.817
13 O -1.641 4.362 -3.741
14 O 0.171 4.271 -5.425
15 C 1.756 0.813 -0.491
16 C 2.767 1.661 -1.219
17 C 2.869 3.075 -0.654
18 O 2.076 3.589 0.082
19 F 3.967 3.814 -1.042
20 C 2.173 -0.264 0.261
21 C 1.281 -1.062 0.954
22 C -0.086 -0.790 0.926
23 C -0.982 -1.702 1.763
24 O -0.953 -1.270 3.116
25 C -2.068 -0.477 3.468
26 N 1.728 -2.203 1.744
27 C 2.315 -1.713 2.978
28 Cl 2.330 0.027 3.329
29 C 2.833 -2.448 3.968
30 C 3.426 -1.847 5.237
31 Cl 2.862 -4.189 3.901
32 C 2.603 -3.010 0.924
33 C 3.704 -2.491 0.263
34 C 4.551 -3.240 -0.508
35 C 4.334 -4.590 -0.681
36 C 3.203 -5.141 -0.074
37 N 2.961 -6.533 -0.308
38 C 2.351 -4.377 0.716
39 C 1.096 -5.008 1.336
40 C 1.294 -6.375 2.028
41 C 0.005 -6.701 2.803
42 F 0.250 -7.867 3.473
43 F -0.235 -5.777 3.768
44 C -1.249 -6.847 1.885
45 F -1.926 -5.677 1.820
46 F -0.897 -7.129 0.600
47 C -2.232 -7.970 2.319
48 F -1.708 -9.192 2.139
49 F -2.488 -7.816 3.637
50 C -3.604 -7.964 1.575
51 F -4.242 -9.086 1.950
52 F -3.476 -8.030 0.245
53 F -4.372 -6.924 1.883
54 S 3.907 -0.720 0.459
55 H -4.579 2.598 -0.891
56 H -5.935 2.106 0.188
57 H -5.698 3.839 -0.318
58 H -4.248 1.146 1.316
59 H -3.545 2.134 2.594
60 H -2.309 2.857 0.033
61 H -1.514 2.171 1.524
62 H -2.400 0.556 -0.915
63 H -2.599 -0.086 0.709
64 H -0.528 3.018 -0.792
65 H 0.803 2.774 -1.913
66 H -1.139 0.685 -2.502
67 H -1.961 2.237 -2.494
68 H -0.721 1.187 -4.639
69 H 0.717 1.993 -4.022
70 H 0.857 3.592 -5.574
71 H 3.769 1.220 -1.260
72 H 2.442 1.762 -2.266
73 H -1.999 -1.812 1.360
74 H -0.548 -2.707 1.764
75 H -2.087 0.433 2.854
76 H -3.000 -1.064 3.397
77 H -1.998 -0.145 4.513
78 H 4.121 -1.045 4.966
79 H 2.655 -1.512 5.936
80 H 4.050 -2.621 5.704
81 H 5.406 -2.778 -1.002
82 H 4.997 -5.217 -1.274
83 H 3.650 -6.891 -0.962
84 H 2.082 -6.589 -0.824
85 H 0.761 -4.306 2.109
86 H 0.315 -5.011 0.561
87 H 1.386 -7.196 1.309
88 H 2.172 -6.438 2.672
89 C -0.937 7.253 -1.729
90 C -1.054 8.628 -2.104
91 C -2.180 9.371 -1.395
92 O -2.388 10.553 -1.531
93 C -3.056 8.596 -0.511
94 C -2.944 7.219 -0.149
95 C -1.756 6.507 -0.773
96 O -1.452 5.357 -0.534
97 O -3.688 6.603 0.586
98 O -0.358 9.217 -2.899
99 H -0.153 6.650 -2.177
100 H -3.875 9.178 -0.098
101 Mg -3.814 4.099 -5.769
102 F 5.200 3.494 -6.036
103 Al 4.654 4.148 -4.576
104 F 6.022 4.357 -3.498
105 F 3.553 3.045 -3.827
106 F 3.906 5.641 -4.834
107 Na -3.732 6.315 -3.499
108 Na 6.193 2.691 -2.374

Calculated values
Lowest unoccupied orbital energy   -7.1 eV
Net charge   +1
HOMO-LUMO gap   2.512 eV

Here are the Löwdin charges for atoms 1 to 4, given in e:
1 C -0.113
2 O -0.195
3 C -0.213
4 C -0.128

---

Here is a structure of composition C38H36BrCl2GeINOS2SiTc at a distorted geometry from the OMol25 dataset. Energies are from wB97M-V/def2-TZVPD.

Atoms and positions in Å:
1 Tc 0.105 -0.594 -0.662
2 C -3.340 -6.016 0.710
3 Si -4.026 -4.284 0.305
4 C -4.300 -4.069 -1.558
5 C -5.594 -3.886 1.305
6 C -2.632 -3.145 1.001
7 C -2.321 -3.264 2.350
8 C -1.227 -2.611 2.908
9 C -0.410 -1.865 2.086
10 N -0.700 -1.704 0.799
11 C -1.801 -2.294 0.273
12 S -1.981 -1.726 -1.355
13 H -4.001 -6.783 0.319
14 H -3.253 -6.179 1.779
15 H -2.359 -6.176 0.272
16 H -5.067 -4.765 -1.884
17 H -3.404 -4.284 -2.135
18 H -4.635 -3.071 -1.822
19 H -6.410 -4.511 0.957
20 H -5.910 -2.853 1.194
21 H -5.472 -4.084 2.365
22 H -2.951 -3.875 2.975
23 H -0.994 -2.709 3.955
24 H 0.488 -1.376 2.438
25 Cl 1.408 -2.360 -1.374
26 C 2.979 -2.222 -0.668
27 C 3.913 -3.217 -0.894
28 C 5.165 -3.110 -0.309
29 C 5.482 -2.010 0.472
30 C 4.534 -1.028 0.709
31 Cl 4.912 0.316 1.704
32 C 3.248 -1.123 0.153
33 S 2.056 0.100 0.510
34 H 3.669 -4.065 -1.517
35 H 5.892 -3.892 -0.463
36 H 6.463 -1.916 0.909
37 C 4.750 4.254 0.527
38 C 4.506 3.811 1.818
39 C 3.241 3.381 2.176
40 C 2.213 3.397 1.234
41 C 2.463 3.823 -0.067
42 C 3.732 4.250 -0.414
43 Ge 0.417 2.885 1.871
44 C -1.212 3.836 1.216
45 C -2.485 3.420 1.608
46 C -3.603 4.127 1.201
47 C -3.461 5.244 0.391
48 C -2.200 5.652 -0.012
49 C -1.077 4.954 0.398
50 C 0.311 1.927 3.602
51 C 1.296 1.011 3.962
52 C 1.313 0.483 5.242
53 C 0.351 0.864 6.166
54 C -0.639 1.765 5.806
55 C -0.661 2.299 4.530
56 H 5.738 4.599 0.262
57 H 5.302 3.802 2.547
58 H 3.049 3.053 3.190
59 H 1.682 3.818 -0.814
60 H 3.918 4.581 -1.423
61 H -2.600 2.549 2.243
62 H -4.585 3.812 1.518
63 H -4.336 5.790 0.075
64 H -2.092 6.520 -0.643
65 H -0.094 5.282 0.092
66 H 2.050 0.720 3.242
67 H 2.085 -0.216 5.523
68 H 0.377 0.467 7.171
69 H -1.389 2.064 6.521
70 H -1.412 3.029 4.263
71 Br 1.836 4.287 -3.983
72 C 1.285 2.929 -5.176
73 C 1.324 3.182 -6.537
74 C 0.882 2.223 -7.432
75 C 0.408 1.008 -6.965
76 C 0.380 0.745 -5.604
77 C 0.819 1.706 -4.715
78 I 0.741 1.375 -2.599
79 H 1.686 4.139 -6.880
80 H 0.900 2.444 -8.487
81 H 0.044 0.262 -7.653
82 H 0.006 -0.198 -5.241
83 O -1.105 1.115 0.253
84 H -1.376 1.760 -0.419
85 H -1.912 0.837 0.714

Calculated values
Lowest unoccupied orbital energy (spin up / spin down)   -7.2 / -7.1 eV
Net charge   +2
HOMO-LUMO gap (spin up / spin down)   5.592 / 5.628 eV

Here are the Löwdin charges for atoms 1 to 4, given in e:
1 Tc 0.501
2 C -0.162
3 Si 0.593
4 C -0.202

---

Here is a structure of composition C38H36Cl2MnN3PSi at a distorted geometry from the OMol25 dataset. Energies are from wB97M-V/def2-TZVPD.

Atoms and positions in Å:
1 Mn -0.301 0.530 -0.127
2 N -1.782 -0.877 2.315
3 P -0.119 -0.350 2.209
4 C 0.292 -0.431 3.999
5 C -0.450 0.280 4.941
6 C -0.175 0.149 6.292
7 C 0.852 -0.689 6.709
8 C 1.602 -1.389 5.777
9 C 1.323 -1.263 4.422
10 C -0.348 1.440 2.012
11 C 0.665 2.371 2.500
12 C 0.888 3.561 1.923
13 C 0.139 3.926 0.681
14 C -1.285 3.434 0.815
15 C -1.219 1.944 1.070
16 C -2.194 -1.691 1.268
17 C -3.294 -2.543 1.375
18 C -3.640 -3.309 0.280
19 C -2.865 -3.223 -0.872
20 C -1.798 -2.351 -0.887
21 N -1.481 -1.558 0.142
22 H -2.172 -1.095 3.219
23 H -1.237 0.950 4.607
24 H -0.757 0.702 7.019
25 H 1.070 -0.788 7.765
26 H 2.406 -2.034 6.107
27 H 1.909 -1.808 3.690
28 H 1.270 2.055 3.342
29 H 1.668 4.225 2.271
30 H 0.224 4.974 0.410
31 H -1.727 3.940 1.685
32 H -2.812 0.575 0.742
33 H -3.839 -2.607 2.308
34 H -4.493 -3.972 0.325
35 H -3.083 -3.827 -1.741
36 H -1.154 -2.263 -1.752
37 Cl -4.570 0.492 -1.556
38 C -3.825 2.053 -1.438
39 C -4.175 3.099 -2.281
40 C -3.551 4.331 -2.163
41 C -2.582 4.553 -1.186
42 C -2.244 3.513 -0.349
43 Cl 0.835 2.983 -0.731
44 C -2.847 2.265 -0.489
45 N -2.240 1.310 0.350
46 H -4.922 2.938 -3.046
47 H -3.819 5.129 -2.842
48 H -2.099 5.518 -1.095
49 C 2.965 0.419 0.847
50 Si 1.880 -0.233 -0.641
51 C 2.875 0.480 -2.117
52 C 2.429 -2.082 -0.557
53 C 1.993 -2.920 0.472
54 C 2.531 -4.185 0.662
55 C 3.521 -4.653 -0.192
56 C 3.944 -3.854 -1.243
57 C 3.398 -2.590 -1.425
58 H 3.971 -0.010 0.795
59 H 2.535 0.121 1.808
60 H 3.056 1.508 0.838
61 H 3.942 0.291 -1.982
62 H 2.734 1.561 -2.189
63 H 2.563 0.049 -3.070
64 H 1.213 -2.573 1.139
65 H 2.180 -4.809 1.477
66 H 3.956 -5.633 -0.040
67 H 4.708 -4.215 -1.921
68 H 3.740 -1.983 -2.255
69 C -0.798 0.524 -2.215
70 C -0.067 0.204 -3.467
71 C 0.450 -1.074 -3.714
72 C 1.059 -1.387 -4.917
73 C 1.186 -0.427 -5.912
74 C 0.711 0.854 -5.675
75 C 0.095 1.162 -4.471
76 H -1.205 1.536 -2.313
77 H -1.648 -0.163 -2.133
78 H 0.400 -1.820 -2.928
79 H 1.452 -2.385 -5.075
80 H 1.649 -0.674 -6.859
81 H 0.818 1.620 -6.435
82 H -0.281 2.167 -4.306

Calculated values
Lowest unoccupied orbital energy (spin up / spin down)   0.1 / 0.1 eV
Net charge   0
HOMO-LUMO gap (spin up / spin down)   6.931 / 6.773 eV
Multiplicity   2

Here are the Löwdin charges for atoms 1 to 4, given in e:
1 Mn 0.217
2 N -0.095
3 P 1.031
4 C -0.355

---

| no. | calculated total energy (Eh) |
| --- | --- |
| 1 | -3599.64404 |
| 2 | -6213.50210 |
| 3 | -8634.81134 |
| 4 | -4336.06207 |